# 1
Molecular formula: C26H28FN7O2
Method: DFT, wB97M-V/def2-TZVPD

Computed properties:
Structure (SMILES)   CC[C@H](C(=O)NC(C)(C)C)N(C(=O)Cn1nnc(-c2ccccc2F)n1)c1cnc2ccccc2c1
HOMO-LUMO gap   0.31863 Eh
M   489.56 g/mol
Lowest unoccupied orbital energy   -0.2 eV
E_HOMO   -0.3263 Ha

Positions of all 64 atoms, in Å:
C (-4.018, -3.271, 1.181)
H (-4.659, -2.541, 1.666)
C (-3.367, -2.648, -0.046)
H (-4.135, -2.338, -0.755)
C (-2.510, -1.428, 0.320)
N (-1.465, -1.195, -0.678)
C (-1.839, -0.766, -1.908)
O (-2.990, -0.692, -2.269)
C (-0.707, -0.266, -2.833)
N (0.294, 0.436, -2.099)
N (1.573, 0.163, -2.168)
C (2.092, 0.965, -1.239)
N (1.124, 1.696, -0.653)
N (0.016, 1.351, -1.203)
C (3.497, 0.983, -0.897)
C (3.992, 1.713, 0.182)
C (5.335, 1.696, 0.509)
C (6.208, 0.933, -0.246)
C (5.736, 0.191, -1.317)
C (4.394, 0.215, -1.639)
H (4.008, -0.361, -2.465)
H (6.417, -0.408, -1.901)
H (7.258, 0.917, 0.006)
H (5.677, 2.278, 1.350)
F (3.164, 2.445, 0.945)
H (-1.181, 0.399, -3.562)
H (-0.223, -1.089, -3.363)
C (-0.131, -1.482, -0.307)
C (0.457, -0.888, 0.784)
C (1.806, -1.170, 1.076)
C (2.506, -0.551, 2.131)
C (3.830, -0.827, 2.329)
C (4.506, -1.732, 1.494)
C (3.852, -2.356, 0.469)
C (2.489, -2.089, 0.233)
N (1.869, -2.710, -0.790)
C (0.629, -2.422, -1.045)
H (0.171, -2.953, -1.871)
H (4.351, -3.054, -0.184)
H (5.552, -1.931, 1.671)
H (4.369, -0.345, 3.131)
H (1.984, 0.155, 2.759)
H (-0.082, -0.178, 1.397)
H (-2.000, -1.633, 1.268)
C (-3.384, -0.171, 0.549)
O (-4.524, -0.279, 0.945)
N (-2.745, 0.995, 0.365)
H (-1.808, 1.012, -0.015)
C (-3.382, 2.313, 0.464)
C (-3.853, 2.537, 1.903)
H (-4.333, 3.507, 1.991)
H (-4.564, 1.765, 2.181)
H (-3.007, 2.501, 2.587)
C (-2.325, 3.348, 0.084)
H (-2.001, 3.202, -0.944)
H (-2.735, 4.349, 0.180)
H (-1.454, 3.267, 0.730)
C (-4.565, 2.381, -0.504)
H (-5.005, 3.374, -0.490)
H (-4.237, 2.151, -1.515)
H (-5.320, 1.655, -0.215)
H (-2.724, -3.385, -0.536)
H (-3.264, -3.608, 1.891)
H (-4.622, -4.125, 0.887)


# 2
Molecular formula: C26H28IN2O2Se2V
Method: DFT, wB97M-V/def2-TZVPD

Computed properties:
Charge   -1
HOMO-LUMO gap (spin up / spin down)   0.16456 / 0.23072 Eh
M   736.29 g/mol
Lowest unoccupied orbital energy (spin up / spin down)   2.3 / 2.3 eV
E_HOMO (spin up / spin down)   -0.0787 / -0.1450 Ha
2S+1   4
ΔE to the lowest compared entry with this formula, charge and spin   35.4 kcal/mol

Positions of all 62 atoms, in Å:
V (0.267, 0.102, -0.976)
C (-0.624, 0.427, -4.998)
C (-0.874, 0.347, -3.504)
O (0.159, 0.459, -2.755)
C (-2.155, 0.167, -3.020)
C (-2.500, 0.114, -1.655)
C (-3.956, 0.001, -1.282)
N (-1.582, 0.153, -0.704)
N (-1.988, 0.089, 0.583)
C (-0.960, -0.052, 1.388)
O (0.255, -0.045, 0.937)
C (-1.217, -0.296, 2.802)
C (-0.217, -0.863, 3.599)
C (-0.473, -1.185, 4.915)
C (-1.719, -0.928, 5.468)
C (-2.712, -0.350, 4.688)
C (-2.471, -0.042, 3.367)
H (-0.155, -0.499, -5.331)
H (0.073, 1.242, -5.197)
H (-1.544, 0.589, -5.554)
H (-2.965, 0.097, -3.735)
H (-4.531, -0.405, -2.112)
H (-4.353, 0.983, -1.027)
H (-4.060, -0.638, -0.407)
H (0.748, -1.070, 3.156)
H (0.294, -1.656, 5.518)
H (-1.919, -1.176, 6.502)
H (-3.686, -0.150, 5.115)
H (-3.234, 0.392, 2.740)
C (-0.645, 4.662, -2.326)
Se (-0.248, 3.579, -0.727)
C (1.502, 4.445, -0.354)
C (1.939, 4.125, 1.058)
Se (1.388, 2.242, 1.423)
C (1.511, 2.394, 3.380)
H (0.196, 4.617, -3.013)
H (-0.848, 5.694, -2.045)
H (-1.524, 4.225, -2.794)
H (1.391, 5.521, -0.519)
H (2.207, 4.039, -1.087)
H (1.443, 4.772, 1.786)
H (3.022, 4.219, 1.169)
H (2.413, 2.949, 3.618)
H (1.563, 1.388, 3.783)
H (0.632, 2.902, 3.772)
I (3.069, 0.223, -1.426)
C (3.003, -1.905, -1.116)
C (4.217, -2.553, -1.070)
C (4.252, -3.932, -0.873)
C (3.078, -4.632, -0.764)
C (1.829, -3.981, -0.845)
C (0.640, -4.719, -0.750)
C (-0.575, -4.086, -0.820)
C (-0.633, -2.702, -0.962)
C (0.497, -1.900, -1.047)
C (1.758, -2.557, -1.012)
H (5.139, -2.000, -1.170)
H (5.206, -4.437, -0.796)
H (3.087, -5.703, -0.620)
H (0.702, -5.790, -0.623)
H (-1.495, -4.654, -0.751)
H (-1.617, -2.252, -1.000)


# 3
Molecular formula: C26H28IrN7O4S3
Method: DFT, wB97M-V/def2-TZVPD

Computed properties:
Charge   +1
HOMO-LUMO gap (spin up / spin down)   0.25453 / 0.17886 Eh
M   790.97 g/mol
Lowest unoccupied orbital energy (spin up / spin down)   -3.4 / -5.4 eV
E_HOMO (spin up / spin down)   -0.3779 / -0.3775 Ha
2S+1   2
ΔE to the lowest compared entry with this formula, charge and spin   44.3 kcal/mol

Positions of all 69 atoms, in Å:
Ir (0.085, 0.382, 0.665)
C (-1.240, 0.791, 3.374)
N (-0.604, -0.284, 2.562)
C (-1.633, -1.326, 2.201)
C (-2.713, -0.709, 1.372)
N (-2.116, 0.021, 0.201)
C (-2.282, -0.826, -1.020)
C (-2.888, 1.267, -0.002)
C (-4.266, 1.187, -0.182)
C (-5.010, 2.331, -0.400)
C (-4.369, 3.565, -0.436)
C (-3.005, 3.644, -0.239)
C (-2.245, 2.492, -0.013)
S (-0.531, 2.650, 0.304)
C (0.439, -1.023, 3.288)
C (0.479, -1.110, 4.664)
C (1.431, -1.931, 5.263)
C (2.319, -2.665, 4.493)
C (2.276, -2.576, 3.110)
C (1.340, -1.748, 2.501)
S (1.295, -1.521, 0.771)
H (-1.921, 0.361, 4.110)
H (-1.780, 1.464, 2.713)
H (-0.465, 1.356, 3.885)
H (-2.020, -1.757, 3.127)
H (-1.124, -2.105, 1.640)
H (-3.301, -0.003, 1.952)
H (-3.392, -1.486, 1.019)
H (-3.336, -1.082, -1.135)
H (-1.695, -1.734, -0.908)
H (-1.941, -0.278, -1.887)
H (-4.771, 0.229, -0.158)
H (-6.079, 2.261, -0.543)
H (-4.938, 4.468, -0.610)
H (-2.506, 4.605, -0.249)
H (-0.212, -0.557, 5.283)
H (1.469, -1.995, 6.342)
H (3.052, -3.302, 4.969)
H (2.977, -3.130, 2.499)
C (5.805, 2.579, -0.817)
C (4.918, 2.495, 0.363)
N (5.177, 2.919, 1.557)
N (4.063, 2.604, 2.286)
C (3.128, 1.997, 1.561)
S (1.610, 1.474, 2.140)
N (3.656, 1.922, 0.329)
N (2.950, 1.329, -0.692)
H (6.657, 3.209, -0.575)
H (5.274, 3.000, -1.670)
H (6.166, 1.589, -1.098)
H (4.017, 2.850, 3.261)
H (2.738, 1.948, -1.465)
H (3.425, 0.520, -1.072)
O (1.936, 0.589, -2.847)
C (0.913, 0.027, -2.494)
O (0.219, 0.203, -1.416)
C (0.285, -0.981, -3.428)
C (0.047, -2.282, -3.000)
C (-0.501, -3.214, -3.865)
C (-0.826, -2.806, -5.146)
C (-0.598, -1.520, -5.598)
C (-0.022, -0.607, -4.730)
N (-1.437, -3.788, -6.064)
O (-1.778, -3.392, -7.159)
O (-1.563, -4.926, -5.662)
H (0.307, -2.573, -1.989)
H (-0.680, -4.237, -3.569)
H (-0.864, -1.255, -6.610)
H (0.195, 0.401, -5.060)


Q: What is the M in the third record?
A: 790.97 g/mol


Q: The lowest M belongs to which entry?
A: C26H28FN7O2


Q: What is the formula in the third record?
A: C26H28IrN7O4S3